Below is C53H56FN8O7PS4Y as an isolated structure, with properties calculated with ωB97M-V/def2-TZVPD.

Atoms and positions in Å:
Y1 -0.460 -0.111 -0.157
S1 -2.633 1.405 1.198
C1 -2.793 -0.197 1.740
N1 -2.065 -1.194 1.266
C2 -2.325 -2.394 1.910
C3 -1.677 -3.608 1.672
C4 -2.038 -4.715 2.422
C5 -3.030 -4.630 3.402
C6 -3.674 -3.430 3.652
C7 -3.310 -2.315 2.904
S2 -3.882 -0.678 3.019
H1 -0.904 -3.669 0.914
H2 -1.542 -5.662 2.247
H3 -3.299 -5.512 3.971
H4 -4.439 -3.363 4.417
N2 1.957 -2.543 3.332
C8 2.891 -3.465 2.821
C9 3.673 -4.217 3.680
C10 4.601 -5.117 3.169
C11 4.735 -5.267 1.799
C12 3.941 -4.515 0.941
C13 3.024 -3.611 1.450
S3 2.039 -2.674 0.329
N3 0.988 -1.746 1.325
C14 1.084 -1.788 2.604
C15 0.224 -0.912 3.464
C16 -0.149 -1.311 4.744
C17 -0.786 -0.386 5.559
C18 -1.005 0.890 5.074
C19 -0.659 1.167 3.759
N4 -0.085 0.275 2.957
H5 2.001 -2.348 4.313
H6 3.559 -4.099 4.754
H7 5.214 -5.698 3.846
H8 5.454 -5.967 1.392
H9 4.036 -4.632 -0.134
H10 0.025 -2.322 5.088
H11 -1.099 -0.661 6.558
H12 -1.469 1.654 5.685
H13 -0.883 2.131 3.319
C20 1.254 7.450 0.653
C21 2.347 6.565 1.228
C22 2.628 6.917 2.680
C23 3.799 6.105 3.201
C24 3.556 4.637 2.988
C25 4.160 3.696 3.790
C26 3.916 2.340 3.592
F1 4.525 1.463 4.406
C27 3.078 1.889 2.619
C28 2.446 2.830 1.795
C29 1.518 2.338 0.778
O1 1.361 1.100 0.670
C30 0.859 3.330 0.007
C31 1.164 4.647 0.224
N5 2.021 5.110 1.142
C32 2.680 4.198 1.972
C33 -0.136 3.039 -1.089
O2 -0.568 3.966 -1.758
O3 -0.449 1.800 -1.245
H14 1.522 8.488 0.855
H15 0.292 7.250 1.129
H16 1.140 7.354 -0.426
H17 3.267 6.712 0.653
H18 1.727 6.728 3.273
H19 2.842 7.984 2.743
H20 3.975 6.298 4.260
H21 4.710 6.406 2.674
H22 4.824 4.001 4.590
H23 2.882 0.836 2.468
H24 0.671 5.369 -0.409
C34 4.710 -2.200 -2.659
C35 4.007 -0.956 -2.179
O4 2.705 -0.902 -2.806
P1 1.598 0.185 -2.251
O5 2.446 1.521 -2.065
C36 2.924 2.331 -3.165
C37 3.916 3.316 -2.602
O6 0.852 0.522 -3.635
C38 0.116 -0.437 -4.414
C39 -0.287 0.233 -5.704
H25 5.726 -2.235 -2.261
H26 4.767 -2.216 -3.748
H27 4.187 -3.099 -2.322
H28 4.561 -0.053 -2.443
H29 3.880 -0.972 -1.092
H30 2.069 2.835 -3.612
H31 3.372 1.686 -3.923
H32 3.451 3.898 -1.803
H33 4.246 4.004 -3.384
H34 4.795 2.813 -2.196
H35 -0.761 -0.753 -3.839
H36 0.742 -1.309 -4.608
H37 -0.859 1.139 -5.498
H38 -0.909 -0.441 -6.298
H39 0.590 0.507 -6.292
N6 -2.256 -0.148 -1.727
S4 -3.478 -1.116 -2.002
C40 -4.837 -0.892 -0.875
C41 -5.282 -2.031 -0.218
C42 -6.355 -1.935 0.659
C43 -6.954 -0.703 0.876
C44 -6.484 0.437 0.230
C45 -5.423 0.347 -0.654
C46 -4.248 -0.534 -3.507
C47 -5.462 -1.082 -3.904
C48 -6.031 -0.669 -5.096
C49 -5.390 0.284 -5.882
C50 -4.180 0.821 -5.474
C51 -3.597 0.411 -4.280
H40 -2.505 0.839 -1.802
H41 -4.794 -2.986 -0.387
H42 -6.713 -2.818 1.174
H43 -7.789 -0.624 1.561
H44 -6.947 1.397 0.420
H45 -5.049 1.230 -1.161
H46 -5.968 -1.812 -3.280
H47 -6.979 -1.087 -5.413
H48 -5.842 0.609 -6.811
H49 -3.681 1.568 -6.079
H50 -2.647 0.823 -3.958
C52 -2.185 -4.461 -1.652
N7 -0.845 -4.406 -2.202
C53 -0.032 -3.326 -2.108
N8 1.172 -3.435 -2.721
O7 -0.330 -2.321 -1.432
H51 -2.371 -5.458 -1.255
H52 -2.941 -4.223 -2.400
H53 -2.265 -3.748 -0.840
H54 -0.549 -5.167 -2.785
H55 1.357 -4.178 -3.368
H56 1.789 -2.635 -2.714

Results
- HOMO: -9.4 eV
- Gap between HOMO and LUMO: 7.49 eV
- Relative energy (zero: lowest compared OMol25 entry of this formula, charge and spin): 4.5 kcal per mole
- Lowest unoccupied orbital energy: -1.90 eV
- Total charge: +1
- Energy: -5090.50760 Eh

=====

Below is a 8-piece molecular cluster, C53H57BrN12 overall, with properties calculated with ωB97M-V/def2-TZVPD.

Atoms and positions in Å:
H1 -9.358 -0.596 2.158
N1 -8.958 -1.441 1.711
C1 -8.777 -1.178 0.450
N2 -9.114 0.146 -0.034
N3 -8.193 -2.207 -0.422
C2 -6.737 -1.882 -0.472
C3 -5.869 -2.870 -1.369
C4 -4.480 -3.282 -0.683
C5 -3.193 -2.992 -1.598
C6 -2.519 -1.628 -1.100
C7 -3.437 -0.451 -1.021
C8 -2.913 0.907 -0.519
C9 -3.963 2.075 -0.424
C10 -3.536 3.435 -1.144
C11 -4.862 4.373 -1.170
Br1 -2.212 4.476 -0.049
C12 -1.483 0.980 -0.140
C13 -0.530 -0.219 -0.224
N4 0.805 -0.006 0.155
C14 1.560 -1.157 0.081
C15 3.049 -1.079 0.517
C16 4.263 -1.032 0.698
C17 1.001 -2.492 -0.365
N5 -0.289 -2.742 -0.788
C18 -1.036 -1.551 -0.697
H2 -9.256 0.159 -1.051
H3 -9.932 0.525 0.457
H4 -8.376 -3.125 -0.003
H5 -6.317 -1.777 0.577
H6 -6.661 -0.840 -0.939
H7 -6.535 -3.772 -1.596
H8 -5.659 -2.399 -2.385
H9 -4.571 -4.366 -0.369
H10 -4.376 -2.656 0.256
H11 -3.432 -2.937 -2.698
H12 -2.475 -3.854 -1.396
H13 -4.517 -0.527 -1.321
H14 -4.231 2.301 0.664
H15 -4.942 1.712 -0.892
H16 -3.156 3.282 -2.198
H17 -5.299 4.456 -0.117
H18 -5.684 3.958 -1.825
H19 -4.568 5.438 -1.451
H20 -1.056 1.948 0.241
H21 5.296 -0.763 1.052
H22 1.718 -3.378 -0.351
C19 -2.923 -5.622 -7.109
C20 -3.951 -5.762 -6.190
C21 -3.759 -5.262 -4.911
N6 -2.636 -4.654 -4.509
C22 -1.657 -4.534 -5.414
C23 -1.750 -4.996 -6.718
H23 -3.034 -5.999 -8.119
H24 -4.881 -6.246 -6.459
H25 -4.536 -5.344 -4.158
H26 -0.758 -4.040 -5.060
H27 -0.926 -4.869 -7.408
C24 5.354 1.964 5.703
C25 5.383 2.508 4.428
C26 5.396 1.642 3.346
N7 5.385 0.307 3.459
C27 5.358 -0.194 4.701
C28 5.340 0.585 5.847
H28 5.341 2.608 6.576
H29 5.396 3.580 4.277
H30 5.416 2.020 2.329
H31 5.351 -1.278 4.762
H32 5.316 0.124 6.827
C29 -7.096 2.887 -5.548
C30 -5.801 2.552 -5.183
C31 -5.624 1.535 -4.258
N8 -6.632 0.858 -3.692
C32 -7.873 1.202 -4.060
C33 -8.157 2.200 -4.978
H33 -7.277 3.676 -6.270
H34 -4.949 3.068 -5.607
H35 -4.629 1.235 -3.942
H36 -8.669 0.638 -3.584
H37 -9.181 2.434 -5.240
C34 7.720 5.019 10.195
C35 8.137 4.627 8.933
C36 7.196 4.091 8.069
N9 5.904 3.925 8.382
C37 5.526 4.310 9.609
C38 6.388 4.859 10.545
H38 8.425 5.443 10.900
H39 9.169 4.736 8.626
H40 7.474 3.773 7.069
H41 4.476 4.162 9.837
H42 6.026 5.154 11.521
C39 1.416 8.128 0.696
C40 0.685 7.005 0.342
C41 0.441 6.779 -1.003
N10 0.868 7.586 -1.984
C42 1.570 8.665 -1.616
C43 1.871 8.979 -0.300
H43 1.629 8.339 1.738
H44 0.313 6.320 1.093
H45 -0.123 5.912 -1.330
H46 1.901 9.302 -2.431
H47 2.445 9.865 -0.061
C44 4.011 -7.744 0.339
C45 4.715 -6.711 -0.260
C46 4.120 -5.461 -0.322
N11 2.900 -5.193 0.163
C47 2.239 -6.207 0.736
C48 2.747 -7.491 0.850
H48 4.443 -8.736 0.408
H49 5.704 -6.871 -0.671
H50 4.633 -4.621 -0.778
H51 1.253 -5.961 1.117
H52 2.169 -8.273 1.326
C49 9.307 -1.229 -1.166
C50 8.094 -1.200 -0.496
C51 7.246 -2.288 -0.629
N12 7.529 -3.368 -1.371
C52 8.706 -3.370 -2.009
C53 9.625 -2.335 -1.939
H53 9.999 -0.397 -1.086
H54 7.812 -0.352 0.116
H55 6.288 -2.315 -0.123
H56 8.908 -4.255 -2.604
H57 10.564 -2.392 -2.475

Results
- HOMO: -8.0 eV
- Gap between HOMO and LUMO: 7.80 eV
- Structure (SMILES): [H]/N=C(\N)NCCCCc1cc(C[C@@H](C)Br)cc2nc(C#C)cnc12.c1ccncc1.c1ccncc1.c1ccncc1.c1ccncc1.c1ccncc1.c1ccncc1.c1ccncc1
- Lowest unoccupied orbital energy: -0.16 eV
- Energy: -5284.63897 Eh

=====

Below is C53H57ClGeNNbO2S2Si as an isolated structure, with properties calculated with ωB97M-V/def2-TZVPD.

Atoms and positions in Å:
Nb1 -1.038 0.435 -0.370
C1 -0.566 -1.824 -0.429
Si1 0.447 -2.901 0.833
C2 -0.313 -2.850 2.657
N1 -0.648 -1.529 3.067
C3 -1.952 -1.308 3.729
C4 -1.866 -1.536 5.246
C5 -0.611 -0.860 5.860
C6 0.159 0.047 4.869
C7 0.481 -0.723 3.590
C8 2.333 -2.581 0.849
C9 3.281 -2.882 1.877
C10 4.653 -2.704 1.679
C11 5.158 -2.219 0.481
C12 4.243 -1.890 -0.542
C13 2.870 -2.108 -0.376
C14 0.337 -4.721 0.409
C15 0.171 -5.142 -0.948
C16 0.191 -6.489 -1.299
C17 0.430 -7.471 -0.326
C18 0.611 -7.094 1.002
C19 0.522 -5.746 1.355
H1 -1.527 -2.329 -0.543
H2 -0.052 -1.915 -1.421
H3 0.420 -3.376 3.351
H4 -1.202 -3.439 2.548
H5 -2.719 -1.983 3.292
H6 -2.255 -0.268 3.492
H7 -1.779 -2.650 5.399
H8 -2.769 -1.205 5.776
H9 0.028 -1.650 6.266
H10 -0.925 -0.209 6.689
H11 1.074 0.396 5.333
H12 -0.474 0.920 4.638
H13 1.294 -1.439 3.805
H14 0.842 -0.067 2.796
H15 2.955 -3.292 2.845
H16 5.324 -2.964 2.498
H17 6.232 -2.123 0.346
H18 4.567 -1.409 -1.491
H19 2.197 -1.863 -1.196
H20 0.071 -4.385 -1.740
H21 0.027 -6.824 -2.331
H22 0.424 -8.514 -0.644
H23 0.799 -7.818 1.794
H24 0.727 -5.507 2.411
Cl1 -3.095 -0.562 0.503
C20 2.108 1.031 -1.152
O1 0.981 0.670 -0.409
H25 3.002 0.752 -0.581
H26 2.125 2.099 -1.314
H27 2.149 0.555 -2.145
O2 -1.094 0.856 -2.175
S1 -0.764 0.745 -3.755
C21 0.671 -1.329 -4.737
C22 -0.080 -2.323 -5.347
C23 -0.872 -3.227 -4.533
C24 -1.771 -4.061 -5.119
C25 -1.894 -4.108 -6.539
C26 -1.120 -3.288 -7.346
C27 -0.243 -2.414 -6.758
C28 -2.243 1.380 -4.648
C29 -3.428 0.491 -4.356
C30 -4.289 0.757 -3.286
C31 -5.282 -0.173 -2.955
C32 -5.437 -1.325 -3.702
C33 -4.607 -1.590 -4.795
C34 -3.625 -0.663 -5.138
H28 0.916 -1.402 -3.674
H29 1.318 -0.662 -5.357
H30 -0.737 -3.130 -3.457
H31 -2.440 -4.714 -4.556
H32 -2.555 -4.836 -7.005
H33 -1.182 -3.369 -8.446
H34 0.373 -1.768 -7.395
H35 -1.973 1.286 -5.695
H36 -2.385 2.406 -4.340
H37 -4.172 1.673 -2.714
H38 -5.884 0.038 -2.081
H39 -6.230 -2.003 -3.472
H40 -4.669 -2.497 -5.396
H41 -2.968 -0.816 -6.008
C35 -1.153 2.011 1.290
Ge1 0.130 3.566 1.485
C36 -0.149 4.962 0.142
C37 0.108 4.638 -1.207
C38 -0.214 5.526 -2.216
C39 -0.673 6.823 -1.920
C40 -0.867 7.189 -0.583
C41 -0.587 6.266 0.437
C42 -0.136 4.512 3.201
C43 -0.825 4.032 4.327
C44 -0.754 4.624 5.579
C45 -0.042 5.806 5.781
C46 0.601 6.344 4.676
C47 0.630 5.682 3.441
C48 2.042 3.152 1.607
C49 2.562 2.273 2.581
C50 3.856 1.752 2.454
C51 4.696 2.191 1.420
C52 4.300 3.266 0.595
C53 2.982 3.768 0.737
H42 -1.292 1.561 2.296
H43 0.438 3.629 -1.480
H44 -0.097 5.233 -3.257
H45 -0.848 7.552 -2.714
H46 -1.222 8.207 -0.343
H47 -0.760 6.510 1.508
H48 -1.458 3.140 4.219
H49 -1.280 4.170 6.409
H50 -0.018 6.294 6.751
H51 1.138 7.293 4.773
H52 1.247 6.122 2.648
H53 1.912 1.956 3.414
H54 4.219 1.001 3.131
H55 5.643 1.706 1.283
H56 4.977 3.701 -0.152
H57 2.668 4.621 0.128
S2 -2.550 2.453 0.320

Results
- HOMO: 0.2 eV
- Gap between HOMO and LUMO: 3.70 eV
- Relative energy (zero: lowest compared OMol25 entry of this formula, charge and spin): 0.0 kcal per mole
- Lowest unoccupied orbital energy: 3.90 eV
- Total charge: -2
- Energy: -5939.00212 Eh

=====

Below is C53H57N5O5SSn as an isolated structure, with properties calculated with ωB97M-V/def2-TZVPD.

Atoms and positions in Å:
Sn1 0.158 1.694 0.040
C1 5.356 6.396 0.495
O1 5.833 5.314 1.270
C2 5.093 4.185 1.291
C3 5.562 3.173 2.156
C4 4.864 2.008 2.251
C5 3.674 1.768 1.521
C6 2.999 0.506 1.652
C7 3.723 -0.651 2.322
O2 1.850 0.270 1.245
C8 3.193 2.796 0.648
O3 2.142 2.702 -0.094
C9 3.955 3.989 0.552
H1 6.044 7.218 0.676
H2 4.348 6.691 0.799
H3 5.353 6.158 -0.572
H4 6.463 3.349 2.728
H5 5.218 1.260 2.947
H6 4.760 -0.721 2.000
H7 3.196 -1.572 2.082
H8 3.708 -0.515 3.405
H9 3.577 4.741 -0.127
C10 -3.084 -1.217 -3.205
C11 -1.892 -0.253 -3.167
C12 -2.065 0.825 -4.240
C13 -0.582 -1.005 -3.318
C14 -0.095 -1.342 -4.574
C15 1.107 -2.013 -4.719
C16 1.861 -2.320 -3.599
C17 1.413 -2.009 -2.322
C18 2.256 -2.338 -1.102
C19 3.734 -1.998 -1.310
C20 2.117 -3.816 -0.716
C21 0.155 -1.399 -2.190
N1 -0.350 -1.078 -0.913
C22 -0.991 -1.912 -0.209
C23 -1.627 -1.526 1.104
N2 -1.608 -0.333 1.525
C24 -2.205 0.059 2.736
C25 -3.484 0.649 2.729
C26 -4.014 1.068 3.945
C27 -3.324 0.919 5.134
C28 -2.061 0.355 5.120
C29 -1.469 -0.065 3.935
C30 -0.071 -0.667 3.972
C31 -0.095 -2.049 4.638
C32 0.925 0.246 4.697
C33 -4.388 0.776 1.507
C34 -5.157 -0.534 1.286
C35 -3.720 1.231 0.208
C36 -2.288 -2.738 1.632
C37 -3.040 -3.011 2.748
C38 -3.557 -4.316 2.907
C39 -3.345 -5.314 1.987
C40 -2.587 -5.061 0.819
C41 -2.297 -5.963 -0.233
C42 -1.557 -5.551 -1.313
C43 -1.053 -4.238 -1.435
C44 -1.316 -3.339 -0.432
C45 -2.077 -3.765 0.683
H10 -4.024 -0.663 -3.146
H11 -3.055 -1.925 -2.377
H12 -3.076 -1.787 -4.136
H13 -1.874 0.249 -2.195
H14 -2.248 0.388 -5.223
H15 -1.178 1.456 -4.304
H16 -2.919 1.456 -3.990
H17 -0.661 -1.077 -5.458
H18 1.468 -2.276 -5.706
H19 2.816 -2.813 -3.729
H20 1.886 -1.729 -0.278
H21 4.193 -2.642 -2.061
H22 4.279 -2.138 -0.375
H23 3.861 -0.958 -1.615
H24 2.445 -4.458 -1.537
H25 1.086 -4.071 -0.474
H26 2.735 -4.039 0.157
H27 -4.999 1.520 3.952
H28 -3.764 1.241 6.069
H29 -1.523 0.239 6.052
H30 0.287 -0.780 2.948
H31 -0.416 -1.968 5.679
H32 0.900 -2.497 4.625
H33 -0.775 -2.726 4.124
H34 0.571 0.538 5.686
H35 1.111 1.149 4.117
H36 1.872 -0.281 4.825
H37 -5.120 1.546 1.765
H38 -4.487 -1.321 0.937
H39 -5.936 -0.391 0.534
H40 -5.626 -0.874 2.210
H41 -3.121 0.442 -0.243
H42 -3.079 2.094 0.388
H43 -4.489 1.515 -0.515
H44 -3.248 -2.257 3.494
H45 -4.147 -4.524 3.789
H46 -3.767 -6.297 2.153
H47 -2.663 -6.980 -0.177
H48 -1.347 -6.257 -2.107
H49 -0.476 -3.964 -2.309
O4 -0.083 2.680 2.516
H50 -0.458 3.426 2.012
H51 -0.833 2.257 2.961
O5 -1.729 6.002 -0.077
C46 -1.461 4.852 0.055
N3 -1.226 3.686 0.193
N4 -2.288 3.233 -2.702
C47 -1.054 3.005 -3.211
N5 -0.174 2.207 -2.688
C48 0.960 2.116 -3.479
C49 2.080 1.337 -3.205
C50 3.142 1.356 -4.089
C51 3.106 2.139 -5.242
C52 1.995 2.910 -5.539
C53 0.931 2.884 -4.651
S1 -0.590 3.730 -4.751
H52 -2.326 3.104 -1.695
H53 -2.757 4.065 -3.023
H54 2.096 0.739 -2.303
H55 4.019 0.755 -3.887
H56 3.958 2.150 -5.909
H57 1.954 3.516 -6.434

Results
- HOMO: -7.7 eV
- Gap between HOMO and LUMO: 6.97 eV
- Lowest unoccupied orbital energy: -0.69 eV
- Energy: -3316.41922 Eh